The following is a DFT calculation (wB97M-V/def2-TZVPD) of a cluster of 8 separate species, C63H149N14O8P3 in total.

CARTESIAN COORDINATES (ANGSTROEM)
H 0.18 -3.27 -3.41
H 4.20 0.52 0.76
N 4.77 -2.41 5.34
C -4.16 2.44 3.49
H 1.51 -5.91 -1.12
C -5.88 -1.51 0.96
H -0.44 -2.48 -8.11
C -0.61 -1.52 -8.59
P -4.20 -2.33 3.12
C -1.81 -1.32 -5.55
H 1.76 -0.95 -5.15
C 6.80 4.94 -1.28
H 2.68 0.89 -8.03
H 2.43 3.85 -3.84
C 0.64 -0.63 -8.49
H 6.17 3.44 1.46
C -1.81 -0.69 -8.00
H 5.55 0.17 -0.32
H -2.60 -4.15 4.75
H -6.54 -1.43 4.86
C -1.58 -0.18 -6.55
H 2.06 -2.25 6.28
H -5.37 -0.55 0.99
H 1.84 7.03 -1.49
C 3.85 4.62 0.07
H 0.59 0.26 -9.12
C -0.51 0.64 1.08
C 4.91 -3.80 5.03
O -2.07 -5.46 -1.24
C -0.48 -0.58 -1.61
O 1.30 6.02 -5.11
O 5.98 -1.74 5.22
H -2.75 -5.20 -1.87
H 6.04 -1.23 6.03
H 1.39 -4.34 5.03
H 7.75 4.46 -1.53
H -5.08 -4.88 3.75
H -0.44 4.83 5.64
H -6.44 -4.28 1.75
H 3.44 5.01 -2.06
O -2.90 0.67 0.90
H -5.95 2.18 6.31
H -0.51 -1.64 -1.40
H 1.52 -1.84 4.69
H -1.56 0.08 3.07
H 0.61 -4.51 -0.50
C -5.73 -4.27 4.39
C 5.61 4.38 -3.41
H -0.58 8.47 -4.57
H -1.19 -4.41 3.58
C 2.31 -2.37 5.23
H -0.98 2.02 -1.82
H -6.75 -4.15 4.03
C -1.98 -3.75 3.95
C -5.51 -3.98 1.25
C 0.94 -7.32 -3.46
C 1.64 -1.19 -6.21
C 5.35 -4.07 3.58
H -2.78 -1.79 -5.72
H -0.58 4.06 -1.30
N -5.25 -2.60 1.74
H -1.01 -7.98 -4.23
H 3.40 -4.70 6.48
C 3.57 -4.53 5.42
C -2.41 6.01 -3.36
C -1.91 1.44 -1.79
C 3.72 -1.18 3.39
H -2.52 -9.19 -2.27
H -2.73 -1.95 -1.49
H -5.44 4.33 8.41
C 0.73 -5.83 -3.60
H -2.73 -1.28 -8.02
H -3.99 5.23 8.28
H 1.02 2.98 -3.97
H 2.85 4.99 0.27
C 4.67 0.79 -0.19
H 4.54 5.12 0.74
H 4.57 6.03 -1.35
H 1.66 -7.44 -2.65
H -5.90 -4.67 5.39
H 5.96 -4.12 6.97
C 1.93 1.06 -7.25
H -0.65 2.44 6.20
H -1.40 -4.00 1.44
C 6.24 2.49 0.93
H -0.16 -0.91 2.67
C 3.59 -1.59 4.87
H 5.69 -5.11 3.51
H -1.07 -2.08 -5.80
H -5.13 -1.21 5.79
H -3.83 -0.58 -1.15
H 1.96 2.92 -2.43
H -1.30 8.77 -2.91
C -5.78 -1.99 5.40
H -2.33 1.31 -2.79
C 0.80 0.05 -1.06
N -1.28 5.53 -4.18
H 3.76 -0.56 6.82
N -4.38 2.50 4.93
C 5.11 2.31 -0.12
H 6.67 5.09 -0.21
H 0.87 -1.11 0.76
C 1.09 -4.94 -1.38
C -2.12 -3.20 1.63
C -3.24 2.10 7.94
H -6.34 -2.54 6.16
H 3.60 2.94 1.35
H -3.23 -7.85 -1.45
H 0.27 -5.66 -4.57
H 0.91 1.06 -1.43
H 2.58 0.25 5.68
H -0.90 -1.73 -9.63
H 6.45 3.83 -3.83
H 1.60 8.78 -1.86
C -0.40 -8.08 -3.33
C -0.60 0.08 2.56
C 5.57 4.22 -1.91
H -1.24 -3.33 -2.38
H -3.15 2.69 3.15
N 0.42 7.41 -3.02
C 1.63 7.77 -2.27
H 1.47 -7.74 -4.31
H -1.91 5.83 5.57
H -5.62 -3.91 0.17
H -3.14 0.04 1.59
H 1.68 -5.31 -3.69
H 3.64 -5.54 5.00
H -3.13 -0.78 -2.67
H 7.24 2.44 0.50
H -3.37 1.42 7.10
C -0.03 -5.17 -2.44
C 0.32 4.67 -1.41
C -5.62 1.95 5.30
H 6.22 -5.46 5.91
H 2.60 -1.48 -6.61
C 0.97 -0.08 -7.05
N 5.50 2.82 -1.48
C -0.14 2.09 1.07
C -2.89 -0.88 -1.61
C -1.40 4.96 5.15
H -2.58 2.11 -1.24
C -0.43 -8.13 -0.84
H -0.50 -9.21 -0.70
H 0.13 2.31 0.04
H 5.85 5.42 -3.63
H -0.86 -7.78 0.10
H 2.99 -0.45 3.05
H -2.80 -3.16 0.78
H -1.04 2.67 1.29
H 0.75 2.44 1.59
H -4.70 -4.71 1.28
H 6.88 5.89 -1.80
H -1.52 -2.84 4.31
H 4.52 -4.11 2.87
H -2.29 5.01 -5.95
H -0.54 -0.60 -2.70
C -4.36 4.23 8.50
H 6.24 1.65 1.62
H -0.72 4.24 -5.80
H 0.07 0.62 3.24
H 0.01 0.43 -4.74
H -5.59 0.87 5.19
H 4.70 4.15 -3.97
H 1.14 4.24 -0.84
N -2.87 -3.42 2.88
C -1.14 -7.53 -2.08
H -0.19 -9.12 -3.11
O -4.48 5.15 5.37
H 1.58 -0.62 -1.40
H 2.52 7.80 -2.89
C -2.64 0.88 -6.22
H 1.38 1.93 -7.61
O -0.08 1.17 -5.35
C 3.51 -0.31 5.79
N -3.89 3.32 7.49
C -1.75 0.05 -1.11
H 0.09 5.69 -1.11
H 0.60 -7.80 -0.71
H 4.65 -0.61 3.29
H -1.43 -2.35 1.63
H -2.12 0.04 -8.75
H -2.64 1.17 -5.17
H -2.02 1.70 5.35
N -1.12 -6.04 -2.12
H 1.80 -4.20 -1.76
C 4.28 4.97 -1.37
C 2.34 -3.89 4.77
H -3.80 1.65 8.76
C 0.75 -0.07 0.48
H 3.87 0.64 -0.91
H -3.64 0.60 -6.55
N 0.74 4.70 -2.79
H -2.17 2.17 8.16
C -0.41 8.59 -3.50
N -1.73 0.21 0.36
P 0.40 5.96 -3.90
O 6.47 2.04 -2.06
H -4.49 1.47 3.12
C -0.64 -3.91 -3.09
H -2.54 7.08 -3.21
H -4.13 3.83 9.49
H 0.17 9.51 -3.46
H -1.14 -4.08 -4.04
H -0.63 2.68 4.52
C 1.57 3.56 -3.23
N -5.12 -2.92 4.45
H 1.07 -2.12 -6.24
H -3.04 -7.74 -3.17
H 1.56 -1.12 -8.82
H 3.62 -2.01 2.69
N -2.09 3.75 5.52
H 5.99 1.59 -2.76
H -2.00 3.65 -4.73
H -4.81 3.19 3.04
C 6.08 -4.38 5.92
H -3.35 5.67 -3.79
H -1.68 -1.05 -4.50
C -1.61 4.54 -5.24
H 1.68 0.47 0.64
H 6.13 -3.43 3.19
C -1.32 2.54 5.35
H -2.42 5.49 -2.40
O -3.84 -0.92 3.30
H -6.89 -1.49 1.36
N -0.28 0.49 -6.50
H -2.48 1.81 -6.76
H 2.38 1.35 -6.30
P -3.82 3.84 5.87
H -1.28 5.17 4.08
H 7.07 -4.02 5.65
H -5.90 -1.86 -0.07
H 4.30 0.42 5.60
H 2.93 2.72 -0.22
C -2.55 -8.10 -2.26
H 2.46 -4.01 3.69
H -6.36 2.45 4.68
C 3.83 3.08 0.29

Properties
Calculated total energy (eV): -132849.495
HOMO level (hartree): -0.282
Molecular weight (g/mol): 1323.90
Multiplicity: 1
SMILES: CN(C)P(=O)(N(C)C)N(C)C.CN(C)P(=O)(N(C)C)N(C)C.CN(C)P(=O)(N(C)C)N(C)C.CC1(C)CCCC(C)(C)N1O.CC1(C)CCCC(C)(C)N1O.CC1(C)CCCC(C)(C)N1O.CC1(C)CCCC(C)(C)N1O.CC1(C)CCCC(C)(C)N1O
Largest force on an atom (eV Å⁻¹): 4.1

Mulliken population analysis, charges in e, atoms 1 to 6: number 1, H, carries 0.2741; number 2, H, carries 0.2361; number 3, N, carries 0.3164; number 4, C, carries -0.8277; number 5, H, carries 0.4411; number 6, C, carries -0.9159

The following is a DFT calculation (wB97M-V/def2-TZVPD) of a structure of composition C63H34BiCl4F5N7O2.

CARTESIAN COORDINATES (ANGSTROEM)
C 0.49 1.80 3.69
Cl -3.95 -8.26 0.13
H -2.23 3.02 3.85
H -1.66 -8.23 1.82
C -3.13 -5.68 0.14
C -2.52 3.25 -0.24
O 3.41 2.37 -2.78
H 0.26 1.96 -4.56
C 0.17 1.11 5.96
H -2.83 4.13 -0.78
C 0.65 2.85 2.68
C 3.52 -2.24 -3.92
N 0.25 0.12 -1.81
C -1.44 3.34 -2.94
N -1.21 -1.24 1.66
C 1.18 0.07 -3.88
C 3.21 -3.72 2.30
C -3.17 2.52 4.07
H -2.04 -3.61 3.82
C 0.62 -0.44 4.22
C 2.26 -3.98 -5.68
C 0.24 2.13 5.02
F 0.36 -4.16 2.96
C -2.89 -6.96 0.61
C -1.92 -2.69 3.26
H 0.11 3.16 5.30
H 3.23 6.60 -4.25
C 1.89 3.07 -0.44
C 2.96 5.89 -3.47
C -2.23 5.32 -4.74
C 1.31 -4.28 -1.48
C -2.77 3.45 -3.36
H 0.89 -5.82 -0.02
H 1.78 -4.65 -6.38
H 0.76 -1.46 3.86
H 0.32 -1.02 6.27
H -0.03 1.35 7.00
H 3.03 1.86 -2.03
H 5.27 -2.50 -5.15
C 4.54 -1.90 1.42
C 4.37 -2.95 2.30
C 3.01 3.64 -2.61
N 0.91 2.55 1.46
C -2.56 0.79 2.36
H 4.00 -1.54 -3.24
H -0.18 5.96 -4.72
C -1.11 -2.53 2.14
C 2.18 -2.57 -3.71
H 0.51 -3.68 -4.48
C -5.53 1.24 4.69
H 1.74 -0.27 -4.74
H -4.98 -0.18 3.20
C -1.83 -7.22 1.46
F 3.12 -4.76 3.12
F 3.80 -0.57 -0.37
H -4.20 4.50 -4.58
C 1.91 5.40 -1.37
H -3.96 -5.48 -0.52
H 1.95 7.36 -2.26
C 0.90 -3.67 0.74
Bi 0.44 0.21 0.53
N -1.43 1.27 0.23
H -0.17 -6.38 2.51
O 2.22 1.85 -0.60
C -4.02 3.07 5.02
C -0.14 1.23 -2.50
C -2.10 -0.60 2.50
N 1.12 -2.41 -0.11
C -2.92 2.87 0.98
H -3.49 2.73 -2.99
C 3.34 4.57 -3.59
N 0.68 0.52 3.31
C -0.28 -3.74 1.75
Cl -6.27 3.08 6.53
C -1.60 2.25 -0.76
H -3.76 4.00 5.52
C -2.53 -1.47 3.50
N 1.23 3.55 0.62
C 3.59 -3.64 -5.86
C 2.41 -2.29 0.55
C -0.52 4.26 -3.45
C 2.24 -3.35 1.41
Cl 4.48 -4.33 -7.19
H -3.64 3.37 1.61
C -1.04 2.26 -2.00
C -2.27 1.60 1.30
C 1.08 -0.61 -2.66
C 1.48 -1.99 -2.52
H -2.47 -3.64 0.18
C -1.21 -4.89 1.38
C 2.28 4.06 -1.48
C 4.23 -2.77 -4.99
Cl -2.72 6.56 -5.87
C 1.01 -4.78 -0.27
C 0.42 1.22 -3.79
C -1.00 -6.18 1.84
C -3.17 4.43 -4.26
H 1.48 -4.88 -2.36
C 3.56 -1.55 0.50
F 5.36 -3.24 3.15
H 0.52 4.21 -3.13
H 3.91 4.22 -4.45
C -2.29 -4.65 0.53
C 2.24 6.32 -2.35
H 1.35 5.70 -0.50
C -3.47 1.33 3.40
C -5.19 2.41 5.33
H -6.46 0.74 4.93
C 1.56 -3.44 -4.61
C 0.37 -0.20 5.56
C -0.90 5.25 -4.35
C 1.30 -2.84 -1.49
C -4.68 0.71 3.73
F 5.68 -1.22 1.44
H -3.19 -1.24 4.32
H 0.66 3.89 2.99

Properties
Calculated total energy (eV): -149927.127
HOMO level (hartree): -0.135
Molecular weight (g/mol): 1366.79
Multiplicity: 1
ΔE to the lowest compared entry with this formula, charge and spin (kcal per mole): 0.0
Total charge: -1
Largest force on an atom (eV Å⁻¹): 0.4

Mulliken population analysis, charges in e, atoms 1 to 6: number 1, C, carries 0.9977; number 2, Cl, carries -0.2405; number 3, H, carries 0.6780; number 4, H, carries 0.4203; number 5, C, carries -1.0408; number 6, C, carries -1.5992

The following is a DFT calculation (wB97M-V/def2-TZVPD) of a structure of composition C63H51N8O6W.

CARTESIAN COORDINATES (ANGSTROEM)
H -2.36 6.49 -0.54
O -7.33 -2.93 7.07
C 0.88 6.14 -1.38
H -1.36 10.08 -3.44
C -5.17 -4.35 2.13
C 0.09 8.35 -1.92
C 3.92 4.81 8.63
O -1.41 -2.31 3.32
C -4.39 -1.89 5.13
W -1.77 1.27 1.21
H -1.98 8.71 -1.43
H 1.61 5.45 0.97
C 1.11 7.40 -1.88
N -1.79 -2.44 -0.15
C -4.52 0.58 -0.01
C -7.00 1.40 -3.75
C -5.63 -0.26 0.21
C -0.10 4.05 0.86
C -7.07 -1.28 5.45
H -5.99 -3.97 2.71
C 1.32 4.00 2.58
C 2.38 1.96 6.95
C -1.71 3.72 -0.93
C -0.45 -4.11 1.14
H 1.81 -0.76 0.49
C -1.73 -1.14 0.16
H 2.82 1.18 7.54
N 0.96 -0.21 0.38
H 0.37 -3.52 -0.76
C -0.37 5.78 -0.90
C -4.03 -3.58 1.96
C -5.04 0.97 -2.41
H 2.24 5.35 6.78
H -6.73 2.10 -1.75
C -5.61 -0.60 1.54
O 0.40 9.56 -2.46
C -6.78 -3.87 7.97
C 1.05 4.65 1.41
N -0.56 3.03 1.68
H 3.05 5.43 8.90
H -1.97 4.84 -2.83
C -4.49 0.04 2.12
H 0.97 -6.33 3.25
C 1.21 4.00 5.51
C -5.16 -2.63 6.01
H 0.69 4.80 4.99
C -0.27 -4.90 2.27
O 3.53 3.49 8.31
O -1.70 -0.14 -0.60
H -3.76 2.93 -3.37
H -6.28 -1.25 2.06
H 2.14 4.18 3.25
N -1.98 1.21 3.30
H -8.55 0.76 -7.30
C -3.04 -5.35 0.68
H -4.71 -3.45 6.54
C -2.98 0.56 4.01
C -4.18 -6.12 0.84
H -6.12 -6.22 1.73
H -8.11 -1.05 5.60
C -1.39 6.74 -0.93
H -7.57 -4.11 8.68
C -2.96 -4.08 1.24
H -1.05 1.58 6.47
H 1.67 5.40 -1.41
H 1.10 0.47 -0.37
H -3.99 -2.59 2.38
C -0.71 4.47 -0.33
C -6.30 1.53 -2.56
C -4.95 -0.84 4.39
C -1.08 1.63 4.25
H -6.74 0.26 4.01
H 4.46 5.28 7.81
H -4.24 -7.09 0.39
H 2.08 7.68 -2.26
H -0.16 11.36 -3.14
C 2.68 3.29 7.28
N -2.27 2.56 -0.41
H -2.20 -5.75 0.13
H -5.92 -3.45 8.50
C -4.11 -0.05 3.48
H 4.57 4.72 9.50
H -3.52 -0.18 -3.35
N -1.66 -0.93 1.50
H -1.17 10.76 -1.80
H -6.48 -4.79 7.45
C 1.53 1.67 5.90
H 2.33 -4.99 -0.56
C 0.06 2.40 4.01
O -7.02 0.52 -6.03
C -1.59 -2.14 2.14
C -2.25 4.01 -2.22
C 0.95 2.69 5.15
C -6.31 -0.56 4.56
C -5.19 0.10 -4.65
C -8.30 1.07 -6.29
C -4.20 1.22 -1.21
C 2.07 4.31 6.54
H -7.97 1.88 -3.84
H -9.05 0.67 -5.60
C -1.70 -3.25 1.06
C -6.45 0.69 -4.81
N -3.80 0.76 1.16
C -0.64 10.48 -2.71
H -4.77 -0.46 -5.47
N 0.60 0.49 1.59
C -4.50 0.25 -3.47
H -6.34 -0.56 -0.53
H -1.00 -4.87 3.06
H 1.32 0.63 5.66
C -2.72 0.64 5.41
C -3.15 3.04 -2.49
C -3.20 2.17 -1.36
C 1.60 -4.96 0.24
C 0.84 -5.71 2.38
H 2.64 -6.39 1.44
C -1.54 1.29 5.56
H -1.92 -2.82 -1.07
C 0.28 3.06 2.78
H -8.30 2.16 -6.23
H 0.49 -0.22 2.33
C -5.24 -5.62 1.58
H -3.35 -2.14 4.99
C 1.78 -5.75 1.36
C -6.51 -2.32 6.20
H -3.38 0.29 6.18
C 0.49 -4.13 0.13
H 1.36 1.11 1.91
C -1.17 8.01 -1.43

Properties
Calculated total energy (eV): -92187.018
HOMO level (spin up / spin down) (hartree): -0.343 / -0.343
Molecular weight (g/mol): 1199.99
Multiplicity: 1
Total charge: +1
Largest force on an atom (eV Å⁻¹): 1.5

Mulliken population analysis, charges in e, atoms 1 to 6: number 1, H, carries 0.4882; number 2, O, carries -0.4611; number 3, C, carries -0.2560; number 4, H, carries 0.3545; number 5, C, carries -0.5329; number 6, C, carries 0.9191

Q: Which of these has the lowest calculated total energy?
A: C63H34BiCl4F5N7O2

Q: The highest calculated total energy belongs to which entry?
A: C63H51N8O6W